Entry 1
The following is a quantum chemistry calculation of a 3-piece molecular cluster, C8H19NO overall, from the OMol25 dataset.

Output
Total charge = 0
Orbital gap (spin up / spin down) = 7.55 / 7.55 eV
E_HOMO (spin up / spin down) = -0.2462 / -0.2462 hartree
E_LUMO (spin up / spin down) = 0.9 / 0.9 eV

Each line ends with the natural charge from an NBO analysis.
Cartesian coordinates (Å):
C1 -0.1776 -0.7264 -0.3787  0.420
C2 -0.2655 0.3330 0.5652  -0.004
C3 -2.1729 -0.8931 0.2465  -0.438
C4 2.7179 0.4254 0.2247  -0.424
C5 1.4964 2.0169 -1.0433  -0.433
C6 0.4978 -2.0366 -0.1188  -0.671
C7 -0.1318 0.1570 2.0561  -0.656
C8 -3.0476 -0.0843 -0.6753  -0.653
N1 1.5071 1.1960 0.1349  -0.591
O1 -0.2270 -0.4706 -1.7102  -0.685
H1 -0.3573 0.4763 -1.8618  0.492
H2 -0.7762 1.2326 0.2417  0.215
H3 -2.2121 -1.9616 0.0321  0.196
H4 -2.4336 -0.7788 1.2970  0.197
H5 0.5585 2.5878 -1.1150  0.176
H6 2.7035 -0.2188 1.1112  0.185
H7 3.6112 1.0674 0.3250  0.182
H8 2.9066 -0.2206 -0.6580  0.140
H9 2.2973 2.7771 -1.0321  0.187
H10 1.6350 1.4586 -1.9929  0.141
H11 1.5486 -1.9613 -0.4118  0.241
H12 0.0490 -2.8096 -0.7460  0.231
H13 0.4399 -2.3337 0.9254  0.223
H14 0.7364 0.7140 2.4079  0.261
H15 -0.0180 -0.8810 2.3678  0.213
H16 -1.0134 0.5566 2.5612  0.220
H17 -2.7548 -0.2092 -1.7211  0.214
H18 -3.0203 0.9823 -0.4283  0.197
H19 -4.0971 -0.3955 -0.6032  0.224



Entry 2
The following is a quantum chemistry calculation of a single C8H19NO molecule, from the OMol25 dataset.

Output
Total charge = 0
Orbital gap = 9.58 eV
SMILES = CC(C)(C)CC(C)(C)NO
E_HOMO = -0.3225 hartree
E_LUMO = 0.8 eV

Each line ends with the natural charge from an NBO analysis.
Cartesian coordinates (Å):
C1 -1.2673 0.3662 0.2095  0.115
C2 1.3531 -0.2019 -0.2301  -0.017
C3 -0.1503 0.3066 -0.7872  -0.417
C4 -1.5638 -0.9121 0.9780  -0.637
C5 -1.2429 1.5742 1.1367  -0.633
C6 1.7747 0.4025 1.1035  -0.619
C7 2.3259 0.2695 -1.3137  -0.608
C8 1.4071 -1.7248 -0.1540  -0.618
N1 -2.5714 0.6132 -0.7320  -0.356
O1 -2.7955 -0.4649 -1.6525  -0.603
H1 -3.4896 -0.9921 -1.2377  0.468
H2 -2.4015 1.4148 -1.3390  0.335
H3 -0.4093 -0.3900 -1.5859  0.227
H4 0.0118 1.3049 -1.1989  0.199
H5 -0.8504 -1.0594 1.7844  0.212
H6 -1.5440 -1.7751 0.3176  0.220
H7 -2.5559 -0.8286 1.4205  0.220
H8 -2.2537 1.7553 1.4993  0.227
H9 -0.9024 2.4686 0.6190  0.208
H10 -0.6104 1.4029 2.0017  0.220
H11 2.8154 0.1473 1.3151  0.210
H12 1.1838 0.0126 1.9294  0.202
H13 1.7020 1.4881 1.0846  0.209
H14 3.3398 -0.0701 -1.0958  0.203
H15 2.3487 1.3569 -1.3735  0.204
H16 2.0413 -0.1217 -2.2891  0.208
H17 0.8180 -2.1140 0.6712  0.207
H18 1.0503 -2.1731 -1.0797  0.209
H19 2.4363 -2.0557 -0.0013  0.206



Most stable: entry 2. Least stable: entry 1.



Entry 1
The following is a quantum chemistry calculation of C47H39ClNO5P2PtS5 as an isolated structure, from the OMol25 dataset.

Output
Total charge = +1
Orbital gap = 5.70 eV
E_HOMO = -0.3730 hartree
E_LUMO = -4.4 eV

Each line ends with the Löwdin charge.
Cartesian coordinates (Å):
Pt1 -0.1863 -0.1106 0.4127  0.910
C1 -0.6281 3.4055 1.6963  -0.265
C2 -0.5300 2.3445 2.7894  -0.294
P1 0.4265 0.8475 2.4439  0.992
C3 2.1600 1.3435 2.4271  -0.406
C4 3.1458 0.3620 2.3517  -0.178
C5 4.4844 0.7107 2.3565  -0.050
C6 4.8515 2.0473 2.4204  -0.049
C7 3.8767 3.0318 2.4909  -0.052
C8 2.5340 2.6859 2.4957  -0.074
C9 0.1777 -0.1614 3.9119  -0.317
C10 1.2153 -0.2920 4.8410  -0.068
C11 0.9823 -0.9404 6.0425  -0.059
C12 -0.2681 -1.4718 6.3213  -0.049
C13 -1.2974 -1.3380 5.4017  -0.048
C14 -1.0792 -0.6859 4.2018  -0.075
C15 -1.7330 3.1114 0.6946  -0.302
P2 -1.2474 1.8320 -0.5225  1.001
C16 -0.2857 2.8635 -1.6836  -0.344
C17 -0.8681 3.2917 -2.8727  -0.082
C18 -0.1596 4.1006 -3.7509  -0.061
C19 1.1364 4.4870 -3.4534  -0.059
C20 1.7211 4.0722 -2.2631  -0.065
C21 1.0154 3.2699 -1.3821  -0.125
C22 -2.7395 1.3845 -1.4198  -0.377
C23 -3.8762 2.1853 -1.3278  -0.075
C24 -5.0057 1.8665 -2.0655  -0.052
C25 -5.0027 0.7570 -2.8966  -0.050
C26 -3.8681 -0.0361 -2.9965  -0.051
C27 -2.7402 0.2723 -2.2558  -0.135
H1 0.3195 3.5129 1.1679  0.069
H2 -0.8133 4.3711 2.1688  0.129
H3 -1.5152 1.9905 3.0985  0.085
H4 -0.0388 2.7407 3.6833  0.110
H5 2.8638 -0.6753 2.2801  0.074
H6 5.2378 -0.0642 2.3036  0.119
H7 5.8977 2.3233 2.4199  0.114
H8 4.1594 4.0741 2.5521  0.114
H9 1.7992 3.4737 2.5733  0.096
H10 2.1932 0.1221 4.6546  0.100
H11 1.7863 -1.0304 6.7605  0.113
H12 -0.4399 -1.9872 7.2570  0.114
H13 -2.2762 -1.7503 5.6065  0.120
H14 -1.8942 -0.5941 3.5029  0.063
H15 -1.9468 3.9977 0.0954  0.105
H16 -2.6462 2.7982 1.1973  0.078
H17 -1.8758 2.9927 -3.1295  0.108
H18 -0.6242 4.4169 -4.6755  0.115
H19 1.6926 5.1061 -4.1447  0.112
H20 2.7363 4.3622 -2.0251  0.114
H21 1.5119 2.9278 -0.4819  0.072
H22 -3.8976 3.0532 -0.6832  0.107
H23 -5.8910 2.4822 -1.9826  0.114
H24 -5.8906 0.5047 -3.4611  0.114
H25 -3.8666 -0.9057 -3.6407  0.117
H26 -1.8639 -0.3545 -2.3170  0.009
S1 1.9534 0.1583 -0.3733  0.756
C28 1.6747 0.4381 -2.0825  -1.042
N1 0.5209 0.4793 -2.6454  -0.102
C29 0.6573 0.7711 -3.9982  -0.347
C30 -0.3949 0.8835 -4.9055  -0.018
C31 -0.1018 1.1639 -6.2253  -0.060
C32 1.2206 1.3333 -6.6506  -0.068
C33 2.2740 1.2209 -5.7628  -0.069
C34 1.9754 0.9405 -4.4337  -0.447
S2 3.0620 0.7369 -3.0910  1.083
H27 -1.4165 0.7595 -4.5682  0.106
H28 -0.9057 1.2570 -6.9434  0.111
H29 1.4231 1.5485 -7.6910  0.110
H30 3.2959 1.3498 -6.0932  0.114
O1 0.3641 -1.7849 1.4602  -0.405
C35 0.3545 -3.0620 0.8158  -0.565
C36 0.7167 -2.8484 -0.6300  -0.434
C37 1.8661 -3.1484 -1.2782  -0.075
C38 1.9228 -2.6132 -2.6064  -0.115
C39 0.8293 -1.8835 -2.9199  -0.351
S3 -0.3032 -1.8590 -1.6266  1.083
C40 -1.0090 -3.7121 0.9969  -0.477
C41 -1.9201 -4.1420 0.0779  -0.130
C42 -3.0527 -4.7686 0.6690  -0.165
C43 -2.9703 -4.8106 2.0238  -0.390
S4 -1.5238 -4.1019 2.5922  1.082
C44 1.3638 -4.0025 1.4605  -0.510
C45 1.5768 -5.3061 1.1234  -0.125
C46 2.5253 -5.9498 1.9612  -0.165
C47 3.0002 -5.1248 2.9322  -0.399
S5 2.2937 -3.5712 2.8299  1.060
H31 2.6572 -3.7298 -0.8290  0.128
H32 2.7457 -2.7751 -3.2876  0.121
H33 0.6031 -1.3791 -3.8461  0.087
H34 -1.7937 -4.0485 -0.9897  0.094
H35 -3.8876 -5.1586 0.1061  0.106
H36 -3.6861 -5.2170 2.7199  0.073
H37 1.0562 -5.7940 0.3106  0.131
H38 2.8290 -6.9803 1.8502  0.107
H39 3.7150 -5.3489 3.7071  0.068
O2 -3.0127 0.6846 1.9224  -0.359
Cl1 -3.3388 -0.6084 1.3569  0.724
O3 -3.5033 -1.5857 2.3682  -0.281
O4 -4.4483 -0.5345 0.4823  -0.246
O5 -2.1372 -1.0012 0.5216  -0.528



Entry 2
The following is a quantum chemistry calculation of C47H39ClNO5P2PtS5 as an isolated structure, from the OMol25 dataset.

Output
Total charge = +1
Orbital gap = 3.94 eV
E_HOMO = -0.3449 hartree
E_LUMO = -5.4 eV

Each line ends with the Löwdin charge.
Cartesian coordinates (Å):
Pt1 0.1358 0.3568 1.3073  0.839
C1 -0.7001 0.6231 -4.8267  -0.254
C2 0.5124 -0.3138 -4.7636  -0.267
P1 1.0225 -0.6282 -3.0403  1.159
C3 2.8139 -0.5372 -3.1046  -0.333
C4 3.4046 0.7070 -3.3444  -0.085
C5 4.7835 0.8113 -3.3970  -0.039
C6 5.5718 -0.3189 -3.2112  -0.032
C7 4.9855 -1.5569 -2.9864  -0.042
C8 3.6041 -1.6744 -2.9163  -0.052
C9 0.5330 -2.2685 -2.5151  -0.382
C10 -0.3572 -3.0754 -3.2228  -0.078
C11 -0.7641 -4.2878 -2.6839  -0.048
C12 -0.2911 -4.6935 -1.4422  -0.037
C13 0.5939 -3.8911 -0.7314  -0.033
C14 0.9981 -2.6749 -1.2599  -0.114
C15 -1.7064 0.2006 -3.7553  -0.319
P2 -1.0567 0.4293 -2.0463  1.162
C16 -2.3135 -0.4847 -1.1206  -0.346
C17 -3.6632 -0.2487 -1.3930  -0.089
C18 -4.6300 -0.9961 -0.7435  -0.049
C19 -4.2575 -1.9906 0.1582  -0.040
C20 -2.9176 -2.2356 0.4135  -0.050
C21 -1.9411 -1.4831 -0.2273  -0.125
C22 -1.1409 2.2116 -1.7200  -0.318
C23 -1.5686 3.1399 -2.6736  -0.085
C24 -1.4822 4.5044 -2.4209  -0.049
C25 -0.9884 4.9629 -1.2071  -0.027
C26 -0.6072 4.0541 -0.2322  -0.028
C27 -0.6816 2.7088 -0.5077  -0.133
H1 -1.1551 0.5963 -5.8171  0.126
H2 -0.3623 1.6430 -4.6579  0.100
H3 1.3725 0.1330 -5.2581  0.098
H4 0.3190 -1.2781 -5.2388  0.100
H5 2.7943 1.5915 -3.4707  0.113
H6 5.2426 1.7771 -3.5639  0.122
H7 6.6512 -0.2307 -3.2328  0.120
H8 5.6026 -2.4392 -2.8616  0.119
H9 3.1528 -2.6413 -2.7340  0.110
H10 -0.7285 -2.7848 -4.1970  0.098
H11 -1.4515 -4.9161 -3.2368  0.116
H12 -0.6157 -5.6392 -1.0260  0.119
H13 0.9602 -4.1980 0.2416  0.123
H14 1.6562 -2.0269 -0.6858  0.089
H15 -1.9358 -0.8612 -3.8499  0.090
H16 -2.6538 0.7316 -3.8393  0.092
H17 -3.9697 0.5269 -2.0857  0.105
H18 -5.6772 -0.8071 -0.9458  0.117
H19 -5.0196 -2.5760 0.6573  0.116
H20 -2.6246 -3.0162 1.1063  0.116
H21 -0.9004 -1.6917 -0.0404  0.055
H22 -1.9958 2.8234 -3.6099  0.097
H23 -1.8025 5.2069 -3.1797  0.116
H24 -0.9004 6.0256 -1.0202  0.121
H25 -0.2319 4.3880 0.7274  0.133
H26 -0.3855 2.0445 0.2994  0.014
S1 -1.4597 0.2391 2.8720  0.645
C28 -2.6600 1.3565 2.3406  -1.033
N1 -2.9306 1.6996 1.1172  0.026
C29 -3.9527 2.6237 1.1067  -0.318
C30 -4.4965 3.2081 -0.0458  -0.033
C31 -5.5141 4.1223 0.0908  -0.087
C32 -6.0122 4.4685 1.3626  -0.087
C33 -5.4957 3.9020 2.5092  -0.085
C34 -4.4597 2.9761 2.3695  -0.480
S2 -3.6107 2.1155 3.5953  1.054
H27 -4.1017 2.9366 -1.0204  0.093
H28 -5.9424 4.5834 -0.7909  0.101
H29 -6.8148 5.1923 1.4422  0.105
H30 -5.8815 4.1672 3.4862  0.111
O1 1.0112 -1.1872 1.8292  -0.394
C35 1.7830 -1.3112 3.0399  -0.535
C36 3.2546 -1.0268 2.7815  -0.496
C37 4.1546 -0.3762 3.5697  -0.095
C38 5.4910 -0.4287 3.0632  -0.161
C39 5.5718 -1.1205 1.9024  -0.402
S3 4.0402 -1.7053 1.4133  1.022
C40 1.3191 -0.3973 4.1697  -0.544
C41 1.2548 0.9646 4.1637  -0.206
C42 0.7847 1.5047 5.3966  -0.171
C43 0.5293 0.5341 6.3178  -0.396
S4 0.8357 -1.0212 5.6910  1.079
C44 1.5465 -2.7692 3.4455  -0.530
C45 0.3457 -3.4157 3.4099  -0.144
C46 0.4227 -4.7600 3.8743  -0.176
C47 1.6878 -5.0974 4.2474  -0.406
S5 2.7782 -3.8059 4.0265  1.066
H31 3.8765 0.1207 4.4912  0.124
H32 6.3419 0.0286 3.5508  0.108
H33 6.4492 -1.3119 1.2993  0.070
H34 1.6259 1.5732 3.3466  0.084
H35 0.6507 2.5637 5.5848  0.108
H36 0.1833 0.6506 7.3364  0.070
H37 -0.5655 -2.9271 3.0853  0.105
H38 -0.4226 -5.4343 3.9376  0.102
H39 2.0403 -6.0420 4.6369  0.069
O2 2.4912 2.6981 -0.8965  -0.322
Cl1 2.6595 1.8111 0.2330  0.713
O3 4.0133 1.3887 0.3849  -0.289
O4 2.1283 2.4129 1.4393  -0.349
O5 1.8163 0.5641 -0.0721  -0.550



Most stable: entry 1. Least stable: entry 2.



Entry 1
The following is a quantum chemistry calculation of a single CH5O2P molecule, from the OMol25 dataset.

Output
Total charge = 0
Orbital gap = 11.62 eV
SMILES = CO[PH2]=O
E_HOMO = -0.4002 hartree
E_LUMO = 0.7 eV

Each line ends with the natural charge from an NBO analysis.
Cartesian coordinates (Å):
C1 0.7359 -0.6133 0.0285  -0.282
O1 -3.1351 -0.1992 0.2168  -1.057
O2 -0.7590 -0.9600 0.3175  -0.830
P1 -1.8344 0.1496 -0.2333  1.807
H1 0.8519 -0.0491 0.9364  0.199
H2 1.0900 0.0883 -0.8235  0.199
H3 1.2156 -1.5621 0.0179  0.212
H4 -1.1748 1.3473 0.1649  -0.127
H5 -1.5068 0.1614 -1.7652  -0.122



Entry 2
The following is a quantum chemistry calculation of a 2-piece molecular cluster, CH5O2P overall, from the OMol25 dataset.

Output
Total charge = 0
Orbital gap = 7.17 eV
E_HOMO = -0.3637 hartree
E_LUMO = -2.7 eV

Each line ends with the natural charge from an NBO analysis.
Cartesian coordinates (Å):
C1 -0.3657 -1.5254 0.7299  -0.077
O1 0.7142 1.8600 -2.0897  -1.051
O2 0.9600 -0.0432 -0.5566  -0.958
P1 0.3809 1.3470 -0.7273  1.826
H1 0.0948 -1.4052 1.7106  0.194
H2 -0.0411 -2.4450 0.3266  0.199
H3 -1.3823 -1.1306 0.6402  0.209
H4 -1.0011 1.1534 -0.3862  -0.196
H5 0.6404 2.1889 0.3525  -0.147



Most stable: entry 1. Least stable: entry 2.



Entry 1
The following is a quantum chemistry calculation of a 2-piece molecular cluster, C9H17B overall, from the OMol25 dataset.

Output
Total charge = 0
Orbital gap = 8.58 eV
SMILES = C/C=B/CCCC.C=C=C
E_HOMO = -0.2896 hartree
E_LUMO = 0.7 eV

Each line ends with the natural charge from an NBO analysis.
Cartesian coordinates (Å):
B1 1.2552 0.2695 0.5625  0.906
C1 1.6691 1.8713 -1.3976  -0.586
C2 1.1848 -1.4390 -2.3905  -0.483
C3 1.6100 1.5382 0.0911  -0.908
C4 0.1502 -2.1240 -2.5135  0.087
C5 -0.9780 -2.7425 -2.5626  -0.491
C6 -1.5806 1.6621 1.3655  -0.616
C7 0.4437 -0.9896 1.2460  -0.811
C8 -1.7232 0.2324 1.7570  -0.407
C9 -0.5030 -0.4020 2.3115  -0.389
H1 1.0267 1.1978 -1.8579  0.195
H2 1.3297 2.8545 -1.5503  0.204
H3 1.1871 -0.5987 -1.6414  0.210
H4 2.2083 -1.4237 -2.9328  0.241
H5 1.9937 2.4390 0.5591  0.267
H6 -1.7985 -2.4289 -3.1487  0.226
H7 2.7025 1.8779 -1.8190  0.202
H8 -1.0122 -3.6511 -1.9771  0.223
H9 -2.4673 2.1614 1.0613  0.205
H10 -0.7616 1.8071 0.5690  0.227
H11 -1.3412 2.1523 2.2414  0.194
H12 1.0087 -1.8033 1.7471  0.242
H13 -0.1771 -1.4966 0.5335  0.250
H14 -2.3612 0.2068 2.6673  0.198
H15 -2.2440 -0.2677 0.9281  0.200
H16 -0.7677 -1.1555 3.0760  0.208
H17 -0.0542 0.2523 3.0751  0.207



Entry 2
The following is a quantum chemistry calculation of a 2-piece molecular cluster, C9H17B overall, from the OMol25 dataset.

Output
Total charge = 0
Orbital gap (spin up / spin down) = 6.19 / 6.57 eV
E_HOMO (spin up / spin down) = -0.2448 / -0.2541 hartree
E_LUMO (spin up / spin down) = -0.5 / -0.3 eV

Each line ends with the natural charge from an NBO analysis.
Cartesian coordinates (Å):
B1 0.2148 -0.8105 0.1302  0.979
C1 1.7064 -2.0824 -1.5741  -0.259
C2 -2.6110 -1.3499 2.3785  -0.538
C3 0.5657 -1.7024 -0.9434  -0.776
C4 -1.8837 -1.9741 1.5296  -0.038
C5 -2.1544 -3.2392 0.7222  -0.664
C6 1.3223 3.7087 -1.3254  -0.597
C7 0.5333 0.6460 0.7604  -0.845
C8 0.9022 2.9212 -0.1268  -0.402
C9 1.0883 1.4536 -0.4102  -0.380
H1 1.5846 -2.9789 -2.0942  0.197
H2 2.7211 -1.6746 -1.3212  0.198
H3 -3.3673 -2.0215 2.8282  0.179
H4 -2.6220 -0.2937 2.7172  0.210
H5 -0.3206 -2.0387 -1.4425  0.240
H6 -1.3235 -3.6406 0.3551  0.201
H7 -2.7133 -4.0841 1.3365  0.184
H8 -2.7601 -2.9728 -0.0756  0.213
H9 0.6888 3.6280 -2.2434  0.200
H10 2.3189 3.3756 -1.5630  0.194
H11 1.3268 4.7471 -1.1653  0.206
H12 1.1685 0.7023 1.5686  0.251
H13 -0.4483 1.0451 1.2268  0.250
H14 1.5423 3.2511 0.6612  0.208
H15 -0.2021 2.9874 -0.0921  0.203
H16 2.1440 1.2339 -0.5361  0.194
H17 0.5784 1.1635 -1.3013  0.193



Most stable: entry 1. Least stable: entry 2.